16
Properties=species:S:1:pos:R:3:forces:R:3 method="wB97M-V/def2-TZVPD" homo_lumo_gap_ev=9.63 e_lumo_ev=-4.3 relative_energy_kcal_mol=56.4 total_charge=+1 homo_energy_ev=-13.917
C 1.51238 1.06791 -1.81030 1.5 -1.0 1.3
C 1.73385 0.49079 -0.38328 0.5 -3.0 -1.4
C 0.35092 -0.11267 0.07097 1.0 -0.3 -1.5
C -0.66893 -0.84019 -0.52247 1.9 -0.5 -1.1
N -1.67645 -1.03428 0.40972 -0.4 2.7 -0.7
C -1.48071 -0.10455 1.36748 2.1 -0.9 1.2
N -0.10252 0.17275 1.31075 -4.5 0.0 -0.8
H 2.36324 1.51939 -2.32681 0.0 -0.1 0.5
H 0.72454 1.74084 -1.70596 -1.4 1.2 -0.5
H 1.25319 0.18526 -2.31464 -0.8 -0.7 -1.6
H 2.44860 -0.46478 -0.45247 -1.2 2.3 0.3
H 2.21238 1.25933 0.21137 -0.5 -0.2 0.9
H -0.82749 -1.14239 -1.56698 0.4 -0.3 0.8
H -2.52348 -1.52524 0.09888 0.2 0.7 0.8
H -2.18343 0.48272 1.99059 0.5 -1.3 -0.1
H 0.30015 0.96789 1.68827 0.6 1.7 1.8